[1]
The following is a DFT calculation (ωB97M-V with the def2-TZVPD basis set) of a structure of composition C31H52NO23S2.

```
109
Properties=species:S:1:pos:R:3:forces:R:3:lowdin_charge:R:1
H -0.3288 -5.4524 -6.6591 -0.05 0.01 -0.05 0.120
C 0.2755 8.1024 2.5370 0.16 0.15 -0.13 -0.089
H 3.0495 7.0223 4.3470 -0.01 -0.02 -0.02 0.076
O 0.2923 7.0227 4.5526 -0.05 0.01 -0.11 0.089
O -1.9406 6.9645 4.8435 0.01 0.09 0.02 0.142
H 3.5889 -3.4186 0.4194 -0.13 -0.12 0.14 0.045
O -2.4451 -3.9048 -1.8109 -0.03 -0.03 0.04 0.074
H -2.6597 3.3227 0.8100 0.03 -0.03 0.01 0.104
C 3.5398 -3.3578 -4.6913 0.05 -0.03 0.17 -0.318
H -0.8693 0.5133 6.1699 0.07 -0.03 -0.04 0.092
C -2.0291 -6.7673 -8.2769 0.08 -0.18 -0.06 -0.021
H -1.0131 1.1475 1.8018 0.13 0.24 -0.15 0.095
H 1.2191 1.1575 4.8607 0.05 -0.03 -0.02 0.128
H 1.3615 5.4122 -2.5430 0.00 -0.03 0.02 0.139
C -1.6903 4.1573 2.8891 0.09 -0.38 0.17 -0.092
C -1.0215 -6.9865 -0.5170 0.02 0.04 0.17 -0.014
C -0.1498 5.3038 -0.9827 0.04 -0.18 -0.07 -0.312
H -0.2900 5.1738 -3.1700 -0.05 0.09 -0.01 0.137
C 0.5079 4.1076 -0.3458 0.09 0.13 0.13 -0.005
C 2.4150 -2.8187 -3.8332 0.10 0.07 0.10 -0.076
N 2.6131 -2.1053 1.9364 -0.01 -0.01 -0.09 -0.378
H 0.0957 -2.8999 1.5256 0.06 0.20 -0.21 0.084
H -2.1397 -2.1475 2.1468 0.04 0.00 0.18 0.095
O 0.8668 -3.3930 -6.8109 -0.04 -0.03 0.00 0.128
C -1.6791 0.8728 0.9817 0.08 -0.42 0.16 -0.213
H 0.9610 2.0039 7.7911 -0.02 -0.02 -0.02 0.134
C -1.9188 -6.9428 -6.7855 0.01 0.10 -0.07 -0.322
O 2.7655 4.5548 5.5636 0.00 0.06 0.06 0.142
H 0.4049 9.1640 2.7654 0.04 -0.01 0.07 0.142
O 1.2654 0.0249 1.5484 0.05 0.04 -0.13 -0.324
H -3.8027 0.9930 0.5727 -0.02 -0.01 0.06 0.115
O -1.1338 -8.1079 -6.4569 -0.07 -0.03 0.04 0.084
O 0.1340 7.0693 -2.4441 0.05 0.02 0.02 0.067
H 1.9725 0.6981 7.1093 0.09 0.03 -0.06 0.138
O -3.1863 -2.9686 0.1062 -0.37 -0.36 -0.21 0.149
H -3.0031 -6.5316 -1.2280 -0.01 0.02 -0.01 0.156
C -1.3568 -1.3849 2.1105 -0.24 -0.41 -0.27 -0.210
C 0.7718 1.7825 5.6345 -0.06 -0.13 0.03 -0.305
C -0.0464 -2.1451 2.2986 -0.12 -0.05 0.17 -0.245
C 1.1423 7.2107 3.3976 0.02 -0.03 -0.06 -0.314
H -1.8784 -5.4632 -3.0660 -0.06 0.11 -0.03 0.117
H -0.6701 3.7887 2.7222 0.03 0.25 -0.13 0.083
H 0.4226 7.9420 1.4760 -0.14 0.03 0.04 0.100
H -1.4101 -7.6558 0.2495 -0.01 -0.01 -0.02 0.085
H 0.3553 3.2205 -0.9612 0.00 -0.02 0.02 0.096
O -1.0483 7.7108 2.9169 -0.02 0.03 0.04 0.063
H 2.6904 -1.9368 -3.2621 -0.17 0.06 -0.02 0.140
H 4.1436 -2.5385 -5.0907 -0.02 0.01 -0.01 0.157
C -3.1003 1.2796 1.3626 0.38 0.27 -0.26 -0.175
O 1.6161 -0.8650 3.8106 -0.03 -0.01 -0.12 -0.358
H -4.2200 3.1220 1.6231 0.03 0.07 0.08 0.116
H -1.9729 4.9113 2.1485 0.09 0.02 0.01 0.089
H 2.3460 8.6386 4.4446 -0.02 0.06 -0.08 0.091
H -1.0402 -6.8038 -8.7338 0.01 0.09 0.02 0.095
C -3.1766 2.7808 1.6123 -0.14 -0.42 0.15 -0.238
H 3.0506 8.0669 2.9157 -0.05 -0.02 -0.04 0.090
C -1.5186 -0.6440 0.7649 -0.05 0.77 0.52 -0.192
O 1.0162 3.1700 5.2813 -0.03 -0.02 -0.03 0.083
H 2.0093 -3.5689 -3.1528 0.02 0.00 0.02 0.131
H 0.0912 3.9105 0.6414 -0.02 -0.02 -0.08 0.063
C 1.6242 -3.2779 -5.8932 0.01 -0.01 0.01 -0.577
C -2.7281 -3.8895 -0.4869 0.18 -0.03 0.11 -0.540
H 3.8250 -5.2793 -3.7880 -0.03 0.04 0.07 0.092
C -1.6586 -5.0737 -2.0768 0.03 -0.01 -0.05 -0.085
C -2.0781 -6.0098 -0.9626 0.15 -0.09 -0.05 -0.326
S 1.4334 -1.1334 2.3939 -0.08 0.01 0.55 0.504
H -2.4907 -5.8065 -8.5057 0.00 0.01 0.01 0.093
O 1.4135 -2.4995 -4.8198 -0.01 -0.03 0.02 0.076
O 2.8040 -3.9233 -5.8000 0.04 0.04 -0.07 0.083
H -0.1703 -6.4501 -0.0966 0.03 0.02 -0.08 0.095
H -2.4212 -1.0133 0.2804 0.30 0.05 -0.18 0.079
C -0.9875 7.2135 4.1730 -0.01 -0.13 0.09 -0.590
C -0.4816 -7.8743 -5.2959 0.01 -0.02 0.01 -0.567
H -0.0438 -2.6646 3.2587 -0.01 -0.04 -0.03 0.094
C -1.1480 -5.8569 -6.0637 0.04 0.07 -0.04 -0.086
O 3.9636 -1.2925 -0.0521 -0.05 -0.19 0.01 -0.392
H -1.7231 4.6111 3.8782 -0.08 -0.04 0.01 0.080
C 2.4798 7.7706 3.7968 0.05 -0.05 0.30 -0.017
H -1.2391 5.2130 -0.9440 -0.01 0.04 -0.01 0.156
O 2.6103 2.6339 6.7287 -0.03 0.05 0.09 0.062
H -1.1839 1.5563 4.7748 0.02 -0.04 0.00 0.073
C 0.3046 5.6424 -2.3909 0.00 -0.05 0.00 -0.082
C -0.7026 1.5072 5.7527 -0.20 0.26 -0.14 -0.010
O -2.5711 3.0468 2.8674 -0.16 0.32 -0.02 -0.193
H -1.1877 2.2478 6.3928 0.07 -0.03 0.07 0.092
H 1.5785 4.2784 -0.2283 0.02 -0.03 -0.09 0.099
H 5.2257 -4.6939 -4.6866 0.01 0.03 0.01 0.084
H 4.8350 -3.9822 -3.1126 -0.01 0.02 0.00 0.095
C 0.2159 7.5418 -1.1817 -0.05 -0.05 0.22 -0.566
O -0.5918 -6.5718 -4.9469 -0.01 0.02 0.01 0.041
O 0.1027 -8.6953 -4.6649 -0.03 0.01 0.01 0.158
H -1.5475 -0.7296 2.9662 0.16 0.13 -0.07 0.107
H 1.2619 6.2372 2.9137 -0.02 -0.06 0.08 0.158
O 0.2023 6.5226 -0.2944 -0.06 0.00 -0.01 0.059
H -2.9075 -7.0786 -6.3368 0.01 -0.01 0.03 0.156
H -3.3784 0.7648 2.2860 -0.20 0.00 -0.05 0.118
O 1.8068 -2.3607 -0.4747 -0.06 -0.34 0.05 -0.411
H -0.6843 -7.5850 -1.3647 -0.01 0.00 -0.01 0.089
H -1.3515 1.4174 0.0890 -0.10 0.03 0.01 0.105
O -2.3950 -5.0737 0.0811 -0.11 0.00 0.00 0.086
C 4.4107 -4.3917 -4.0297 -0.02 -0.16 -0.13 -0.018
C 2.1779 3.5520 5.8339 0.08 -0.02 -0.22 -0.570
O 0.2904 8.6894 -0.8697 0.03 -0.06 -0.22 0.155
C 1.5540 1.6843 6.9282 -0.02 -0.02 0.01 -0.087
H -0.6451 -0.8060 0.1349 -0.07 -0.20 -0.06 0.101
S 2.9573 -2.2269 0.4072 0.31 0.57 -0.43 0.484
H -1.7695 -5.0384 -5.7088 0.03 -0.03 0.11 0.142
H -2.6352 -7.5582 -8.7172 -0.02 0.01 0.01 0.084
H -0.6008 -4.8078 -2.0117 0.01 -0.01 0.02 0.143
```
Positions in Å, forces in eV/Å.

The net charge is -1. Its strongest force on any atom is 0.93 eV/A. The value obtained for the lowest unoccupied orbital energy is 1.84 eV. As for the gap between HOMO and LUMO: 8.4 eV.

---

[2]
The following is a DFT calculation (ωB97M-V with the def2-TZVPD basis set) of a structure of composition C31H53FeNO2Si2 in a non-equilibrium geometry.

```
90
Properties=species:S:1:pos:R:3:forces:R:3:mulliken_spin:R:1
C -0.0360 -1.0813 5.8171 -0.30 0.62 -0.34 0.016
H -1.9929 -2.2330 0.3370 -0.04 0.58 -0.02 -0.007
H -4.8924 0.7637 2.5558 0.26 -0.12 0.06 0.000
H -0.6619 -4.1034 -1.0673 -0.05 0.13 -0.17 0.001
C 2.0783 -3.9654 4.6849 -0.20 0.15 0.66 -0.003
H 4.0038 2.6245 -0.4327 -0.27 0.09 -0.01 0.000
H -1.6485 2.1991 -4.4334 0.23 0.13 -0.02 0.000
H -2.4861 -1.0697 -2.0258 0.14 0.13 -0.19 -0.001
H 1.2473 3.2535 -4.1552 -0.26 -0.27 0.13 0.000
H 0.5105 -2.3110 -3.2948 0.07 -0.13 0.19 -0.004
H -0.9591 5.0054 1.4078 -0.01 -0.18 0.22 0.000
H 1.5540 -1.2607 -0.3464 0.05 0.14 -0.06 -0.019
C 1.3594 -3.1192 5.5166 0.13 -0.22 -0.03 0.006
C -0.6525 1.6200 3.2644 -0.65 0.83 -0.19 -0.109
C -1.5320 -0.7393 -2.4527 -0.29 0.11 0.06 0.020
C -1.1478 2.7501 3.9538 0.44 -0.65 -0.28 0.007
C -0.4640 -3.8773 -2.1212 -0.35 -0.13 0.17 0.000
C -1.4151 -1.0172 -3.9299 -0.27 0.00 -0.28 0.001
H -0.4440 -0.7239 -4.3371 -0.13 0.04 0.16 0.000
H 2.4894 2.4175 -1.3501 0.13 -0.04 0.17 -0.001
H 5.2183 -0.0590 -0.4101 -0.12 -0.05 -0.09 0.002
H 2.4371 3.0183 0.3252 0.10 -0.03 -0.14 -0.001
H 2.5295 0.0674 -4.1646 0.03 0.19 0.01 0.000
H -1.4147 -3.7903 -2.6606 0.19 -0.19 0.16 0.000
N 0.1051 -0.6434 3.0595 0.69 0.18 2.63 -0.048
H -3.0879 2.3074 0.5643 0.03 -0.15 -0.15 0.006
C 2.4734 0.8191 -6.1908 0.08 0.14 0.00 0.000
H 1.2925 -2.6099 1.6545 0.08 0.16 0.29 0.020
H 4.1197 -1.4425 -0.5832 0.10 0.13 -0.02 -0.002
H 1.2653 -2.6171 -1.7035 -0.41 0.20 -0.14 -0.004
Si 2.8936 0.5628 0.2661 0.00 0.00 0.14 0.019
C -1.9335 -1.3263 0.9721 -0.22 -0.71 -0.35 0.120
H 1.0199 0.2520 -1.0931 -0.18 -0.14 -0.02 -0.033
H 4.2012 0.6511 2.3422 -0.22 -0.07 0.20 -0.001
H 2.8734 1.8151 -4.3051 -0.19 -0.21 -0.01 0.000
O -0.4990 -1.4512 -1.6919 1.02 -1.19 0.32 -0.024
H -3.1976 0.9269 3.0728 -0.19 -0.14 -0.19 -0.003
H -0.1573 -1.2869 6.8799 0.10 0.01 -0.22 0.000
C -0.8358 2.9105 -4.6328 0.08 0.02 -0.09 0.000
H 2.6466 -4.7979 5.1158 -0.27 0.39 -0.21 0.000
C 3.1649 0.3779 2.1015 0.39 0.05 0.17 0.036
H -2.0267 -1.7420 1.9909 0.08 0.14 -0.13 0.020
H 0.0956 -4.7249 -2.5156 0.05 0.07 -0.17 0.000
Fe -0.2909 -0.2274 1.2103 1.06 1.07 -0.57 4.525
C 1.2470 -0.2238 -0.1298 0.08 -0.35 -0.37 0.246
H -1.1424 3.8937 -4.2673 -0.03 -0.08 0.01 0.000
H -1.4259 2.6504 5.0019 0.11 0.32 -0.20 0.001
C -0.4628 2.9057 1.2285 -0.47 0.70 0.52 -0.135
C 4.2104 -0.3572 -0.7224 -0.09 -0.13 0.06 0.012
H 2.4801 1.0159 2.6765 0.17 -0.06 -0.14 -0.005
H -3.9924 -0.6604 3.1503 -0.09 0.23 -0.09 0.000
H -1.6683 4.8216 3.7949 0.06 -0.06 -0.10 0.001
H -4.7497 -2.1249 0.1506 -0.11 0.20 -0.06 -0.002
H -4.0104 1.6251 -0.7881 0.20 -0.05 0.16 0.000
H 4.1089 -0.1477 -1.7980 0.02 -0.02 0.25 -0.001
H -4.7061 -0.9353 -1.1735 -0.07 -0.04 0.19 -0.002
H -2.2468 1.4990 -0.7588 -0.08 0.08 0.11 -0.021
C -0.4361 1.6785 1.8757 0.10 0.05 -0.03 0.308
Si -3.3814 -0.1518 0.8057 -0.75 -0.17 0.19 -0.022
H -1.0524 0.8266 5.8777 0.31 -0.28 -0.08 0.003
H 2.9917 -0.6646 2.4158 0.18 0.33 -0.12 -0.012
C -0.5268 0.0872 5.2738 0.22 -0.51 0.55 -0.002
H 3.5092 0.5437 -6.3919 0.01 -0.02 -0.06 0.000
H 0.3157 2.4165 -2.8614 0.15 0.14 -0.35 -0.002
C 1.3408 -2.7185 2.7394 0.25 -0.68 0.01 0.057
C 2.9479 2.3281 -0.3556 0.02 0.11 0.24 0.005
H -0.3569 -1.2396 -0.6572 -0.25 -0.17 -1.92 -0.146
O 0.8700 1.2279 -4.4662 -0.17 0.06 0.24 0.000
C 0.4643 2.4970 -3.9595 0.12 -0.05 0.05 0.002
C -4.7766 -1.0524 -0.0834 0.02 -0.18 0.08 0.018
C -0.9081 4.0504 1.9316 0.50 -0.49 -0.61 0.006
C -1.2807 3.9552 3.2694 -0.10 -0.20 0.19 0.012
H -1.6233 -2.0714 -4.1578 -0.05 0.35 -0.07 0.000
C -0.3469 0.3364 3.9037 -0.03 -1.25 -0.93 0.075
C 0.3232 -2.6116 -2.2656 -0.45 0.78 0.38 0.002
H -2.1554 -0.3786 -4.4438 0.19 -0.39 0.23 0.000
H -5.7448 -0.6536 0.2418 0.09 -0.07 -0.16 0.002
H 2.2624 1.7612 -6.7084 0.01 -0.17 0.04 0.000
H -0.6949 2.9823 -5.7183 -0.04 -0.06 0.24 0.000
H -1.3881 0.3271 -2.2485 0.11 -0.28 0.06 -0.004
C 2.2563 0.9903 -4.6962 -0.13 0.02 -0.19 0.001
H 1.8147 0.0449 -6.6019 0.13 0.14 0.15 0.000
C 2.0656 -3.7705 3.2902 -0.57 0.52 -0.13 0.020
C -3.9110 0.2650 2.5609 -0.10 -0.02 0.09 0.009
H -0.1557 2.9877 0.1796 -0.32 0.02 0.33 0.011
H 2.6148 -4.4616 2.6498 -0.19 0.25 0.12 0.000
H 1.3346 -3.2737 6.6048 0.10 -0.01 -0.56 0.000
C -3.1429 1.4611 -0.1302 0.02 0.27 -0.20 0.036
C 0.6521 -2.0048 4.9927 0.46 -0.52 -0.63 -0.005
C 0.6741 -1.7986 3.5738 -0.44 0.71 0.87 -0.008
```
Positions in Å, forces in eV/Å.

As for the expectation value of S²: 8.77. The net charge is +1. Its strongest force on any atom is 2.73 eV/A. The value obtained for the lowest unoccupied orbital energy (alpha / beta) is -3.20 / -3.64 eV. As for the gap between HOMO and LUMO (alpha / beta): 7.1 / 7.4 eV. Its spin multiplicity is 6.